Entry 1:
Formula: CH2ClFS
Source: OMol25
Level of theory: wB97M-V/def2-TZVPD

Summary:
M: 100.5 g mol⁻¹
HOMO-LUMO gap (alpha / beta): 6.1 / 6.1 eV
Relative energy (zero: lowest compared OMol25 entry of this formula, charge and spin): 93.9 kcal/mol

ORCA input file:
```
! wB97M-V def2-TZVPD RIJCOSX def2/J DEFGRID3
* xyz 0 1
C -0.5903 0.3522 -0.5416
F 1.7780 -0.8659 1.0198
S 0.3194 -1.4675 1.7565
Cl -0.4673 2.0122 -0.2210
H -1.4823 0.0578 -1.1588
H 0.4425 -0.0889 -0.8550
*
```

natural (NBO) charges in e:
1. C -0.299
2. F -0.516
3. S 0.228
4. Cl 0.122
5. H 0.219
6. H 0.246



Entry 2:
Formula: CH2ClN2O2
Source: OMol25
Level of theory: wB97M-V/def2-TZVPD

Summary:
M: 109.5 g mol⁻¹
HOMO-LUMO gap: 8.8 eV
Relative energy (zero: lowest compared OMol25 entry of this formula, charge and spin): 23.5 kcal/mol

ORCA input file:
```
! wB97M-V def2-TZVPD RIJCOSX def2/J DEFGRID3
* xyz -1 1
C 0.9110 -0.1746 0.2129
N -0.2729 -0.2891 0.7482
N -1.4561 -0.2273 -0.1222
O -2.5622 -0.2935 0.4782
O -1.3284 0.0350 -1.3098
Cl 1.8333 1.6674 -0.1430
H 1.1008 -0.2893 -0.8175
H 1.7746 -0.4287 0.9532
*
```

Atom charges from the natural (NBO) analysis, given in e for atoms 1 to 6:
1. C -0.083
2. N -0.494
3. N 0.602
4. O -0.457
5. O -0.437
6. Cl -0.527



Entry 3:
Formula: CH2ClN2O3
Source: OMol25
Level of theory: wB97M-V/def2-TZVPD

Summary:
M: 125.5 g mol⁻¹
HOMO-LUMO gap: 8.8 eV
Relative energy (zero: lowest compared OMol25 entry of this formula, charge and spin): 61.6 kcal/mol

ORCA input file:
```
! wB97M-V def2-TZVPD RIJCOSX def2/J DEFGRID3
* xyz -1 1
C 2.1856 0.6728 0.5843
N -2.0364 -0.2929 -1.0820
N -2.1020 -0.0578 0.1211
O 3.1477 0.3230 1.0971
O 1.2833 1.2657 0.2177
O -0.9346 -0.0001 0.7074
Cl 1.5678 -1.4256 -0.3553
H -3.0511 -0.2601 -1.5460
H -0.0604 -0.2250 0.2558
*
```

Atom charges from the natural (NBO) analysis, given in e for atoms 1 to 6:
1. C 1.036
2. N -0.435
3. N 0.125
4. O -0.565
5. O -0.576
6. O -0.572



Entry 4:
Formula: CH2ClN3O3
Source: OMol25
Level of theory: wB97M-V/def2-TZVPD

Summary:
M: 139.5 g mol⁻¹
HOMO-LUMO gap: 10.6 eV
Relative energy (zero: lowest compared OMol25 entry of this formula, charge and spin): 16.7 kcal/mol

ORCA input file:
```
! wB97M-V def2-TZVPD RIJCOSX def2/J DEFGRID3
* xyz 0 1
C 0.4278 -0.3186 -1.0057
N 1.5130 -0.1136 -1.4475
N -0.2416 0.2538 1.5898
N -1.4116 0.5364 1.8615
O -0.6876 -0.4867 -0.7832
O -2.3677 -0.2587 1.2489
O -1.8847 1.4673 2.4725
Cl 0.9849 1.0463 2.5003
H -2.1194 -0.9936 0.6629
H 2.4131 -0.0815 -1.1843
*
```

Atom charges from the natural (NBO) analysis, given in e for atoms 1 to 6:
1. C 0.891
2. N -0.748
3. N -0.311
4. N 0.553
5. O -0.555
6. O -0.528



Entry 5:
Formula: CH2ClNO
Source: OMol25
Level of theory: wB97M-V/def2-TZVPD

Summary:
M: 79.5 g mol⁻¹
HOMO-LUMO gap: 11.0 eV
Relative energy (zero: lowest compared OMol25 entry of this formula, charge and spin): 92.8 kcal/mol

ORCA input file:
```
! wB97M-V def2-TZVPD RIJCOSX def2/J DEFGRID3
* xyz 0 1
C 0.4596 0.2332 0.0070
N 1.6749 0.4914 0.6595
O 1.0486 1.4277 -0.1357
Cl 2.9847 -0.3581 -0.1875
H 0.5801 -0.2697 -0.9387
H -0.4874 0.2067 0.5367
*
```

natural (NBO) charges in e:
1. C 0.034
2. N -0.097
3. O -0.329
4. Cl 0.031
5. H 0.179
6. H 0.182



Entry 6:
Formula: CH2ClNO2
Source: OMol25
Level of theory: wB97M-V/def2-TZVPD

Summary:
M: 95.5 g mol⁻¹
HOMO-LUMO gap (alpha / beta): 6.8 / 6.2 eV
Relative energy (zero: lowest compared OMol25 entry of this formula, charge and spin): 130.1 kcal/mol

ORCA input file:
```
! wB97M-V def2-TZVPD RIJCOSX def2/J DEFGRID3
* xyz 0 3
C -0.4723 -0.4391 0.1052
N -0.2952 -0.5889 1.6387
O -0.2143 0.4606 2.2087
O -0.3252 -1.6956 2.1076
Cl -1.4622 -1.6017 -0.5918
H -0.9561 0.5334 -0.0554
H 1.0188 -0.4810 -0.6102
*
```

Atom charges from the natural (NBO) analysis, given in e for atoms 1 to 6:
1. C -0.255
2. N 0.418
3. O -0.264
4. O -0.388
5. Cl 0.190
6. H 0.228



Entry 7:
Formula: CH2ClNOP2
Source: OMol25
Level of theory: wB97M-V/def2-TZVPD

Summary:
M: 141.4 g mol⁻¹
HOMO-LUMO gap (alpha / beta): 4.9 / 5.0 eV
Relative energy (zero: lowest compared OMol25 entry of this formula, charge and spin): 94.5 kcal/mol

ORCA input file:
```
! wB97M-V def2-TZVPD RIJCOSX def2/J DEFGRID3
* xyz 0 1
C 0.4433 -1.2561 -1.7515
N 0.8170 1.1829 0.8295
O -0.1356 -1.8613 -2.5901
P -0.3989 0.2220 0.7957
P -1.5988 0.8704 2.3810
Cl 2.1754 -0.8201 -1.7080
H 1.4599 1.3146 0.0733
H -2.7624 0.3476 1.9701
*
```

Atom charges from the natural (NBO) analysis, given in e for atoms 1 to 6:
1. C 0.455
2. N -1.124
3. O -0.463
4. P 0.897
5. P -0.111
6. Cl -0.018



Entry 8:
Formula: CH2ClNS
Source: OMol25
Level of theory: wB97M-V/def2-TZVPD

Summary:
M: 95.6 g mol⁻¹
HOMO-LUMO gap: 9.0 eV
Relative energy (zero: lowest compared OMol25 entry of this formula, charge and spin): 75.7 kcal/mol

ORCA input file:
```
! wB97M-V def2-TZVPD RIJCOSX def2/J DEFGRID3
* xyz 0 1
C -3.2377 1.4254 -0.1546
N -0.8072 -1.2806 -0.6718
S -4.3316 0.3477 -0.3823
Cl -0.0434 -1.4564 0.8610
H -1.6878 -0.7220 -0.7809
H -0.0745 -0.7270 -1.1635
*
```

natural (NBO) charges in e:
1. C -0.143
2. N -0.829
3. S 0.147
4. Cl 0.088
5. H 0.371
6. H 0.366



Entry 9:
Formula: CH2ClNS2
Source: OMol25
Level of theory: wB97M-V/def2-TZVPD

Summary:
M: 127.6 g mol⁻¹
HOMO-LUMO gap (alpha / beta): 7.3 / 7.3 eV
Relative energy (zero: lowest compared OMol25 entry of this formula, charge and spin): 79.1 kcal/mol

ORCA input file:
```
! wB97M-V def2-TZVPD RIJCOSX def2/J DEFGRID3
* xyz 0 1
C 1.1799 -0.8549 0.1728
N -2.1695 -0.3722 0.2113
S -0.5156 -1.1476 0.1480
S -2.4676 1.1871 0.4629
Cl 1.9091 0.6096 0.5429
H 1.6786 -1.5896 -0.2426
H -2.6775 1.6152 -0.8163
*
```

Atom charges from the natural (NBO) analysis, given in e for atoms 1 to 6:
1. C -0.420
2. N -0.860
3. S 0.626
4. S 0.295
5. Cl 0.090
6. H 0.202



Entry 10:
Formula: CH2ClO3S
Source: OMol25
Level of theory: wB97M-V/def2-TZVPD

Summary:
M: 129.5 g mol⁻¹
HOMO-LUMO gap (alpha / beta): 7.2 / 7.2 eV
Relative energy (zero: lowest compared OMol25 entry of this formula, charge and spin): 81.6 kcal/mol

ORCA input file:
```
! wB97M-V def2-TZVPD RIJCOSX def2/J DEFGRID3
* xyz -1 1
C 1.0900 -0.6920 0.2098
O 2.2237 1.0653 -1.4777
O 1.6301 1.6957 0.9086
O -1.1328 -0.7222 0.3286
S 2.1867 0.6779 -0.0359
Cl 1.2972 -1.8626 -0.9760
H 1.1729 -1.1346 1.2280
H -0.8950 -0.2917 1.2244
*
```

Atom charges from the natural (NBO) analysis, given in e for atoms 1 to 6:
1. C -0.314
2. O -0.987
3. O -1.011
4. O -0.930
5. S 1.572
6. Cl 0.041



Entry 11:
Formula: CH2ClO4P
Source: OMol25
Level of theory: wB97M-V/def2-TZVPD

Summary:
M: 144.5 g mol⁻¹
HOMO-LUMO gap: 10.3 eV
Relative energy (zero: lowest compared OMol25 entry of this formula, charge and spin): 96.6 kcal/mol

ORCA input file:
```
! wB97M-V def2-TZVPD RIJCOSX def2/J DEFGRID3
* xyz 0 1
C 0.0970 0.1609 1.9246
O -0.0949 -0.3888 0.8735
O 0.6107 -0.3169 -2.6951
O 1.1723 -0.8019 -1.4239
O -0.2322 1.4637 -0.9307
P -0.1480 0.0649 -1.3192
Cl -1.7675 -1.0278 -1.2991
H 1.0059 0.7369 2.1353
H -0.6434 0.1091 2.7346
*
```

Atom charges from the natural (NBO) analysis, given in e for atoms 1 to 6:
1. C 0.359
2. O -0.562
3. O -0.509
4. O -0.514
5. O -1.034
6. P 2.198



Entry 12:
Formula: CH2ClOP
Source: OMol25
Level of theory: wB97M-V/def2-TZVPD

Summary:
M: 96.5 g mol⁻¹
HOMO-LUMO gap: 9.7 eV
Relative energy (zero: lowest compared OMol25 entry of this formula, charge and spin): 16.0 kcal/mol

ORCA input file:
```
! wB97M-V def2-TZVPD RIJCOSX def2/J DEFGRID3
* xyz 0 1
C -2.7414 0.5210 -0.1410
O -2.7272 1.6807 -0.1811
P -2.4458 -1.0883 -0.2411
Cl 2.6576 0.0446 -0.3743
H 3.8266 -0.2608 -0.7176
H -3.6703 -1.0483 0.4669
*
```

natural (NBO) charges in e:
1. C 0.331
2. O -0.456
3. P 0.096
4. Cl -0.259
5. H 0.259
6. H 0.029



Entry 13:
Formula: CH2ClOP
Source: OMol25
Level of theory: wB97M-V/def2-TZVPD

Summary:
M: 96.5 g mol⁻¹
HOMO-LUMO gap: 9.3 eV
Relative energy (zero: lowest compared OMol25 entry of this formula, charge and spin): 19.0 kcal/mol

ORCA input file:
```
! wB97M-V def2-TZVPD RIJCOSX def2/J DEFGRID3
* xyz 0 1
C 0.7696 -0.1509 -0.1850
O 0.2322 0.5754 -0.8485
P 1.5247 -1.2547 0.7237
Cl -2.6966 0.7675 -0.3035
H -1.8181 0.2191 -1.0655
H 1.9882 -0.1564 1.6788
*
```

natural (NBO) charges in e:
1. C 0.350
2. O -0.457
3. P 0.054
4. Cl -0.275
5. H 0.270
6. H 0.058



Entry 14:
Formula: CH2ClPS
Source: OMol25
Level of theory: wB97M-V/def2-TZVPD

Summary:
M: 112.5 g mol⁻¹
HOMO-LUMO gap: 6.5 eV
Relative energy (zero: lowest compared OMol25 entry of this formula, charge and spin): 60.0 kcal/mol

ORCA input file:
```
! wB97M-V def2-TZVPD RIJCOSX def2/J DEFGRID3
* xyz 0 1
C 0.4753 -0.6027 -0.0585
P -0.7657 -2.1501 1.6330
S -2.1151 -3.1219 0.6398
Cl 2.1850 -0.4662 0.2414
H -0.0723 0.3351 -0.1457
H 0.2590 -0.9608 -1.0058
*
```

natural (NBO) charges in e:
1. C -0.575
2. P 0.543
3. S -0.322
4. Cl -0.026
5. H 0.197
6. H 0.184



Entry 15:
Formula: CH2ClPSi
Source: OMol25
Level of theory: wB97M-V/def2-TZVPD

Summary:
M: 108.5 g mol⁻¹
HOMO-LUMO gap (alpha / beta): 6.9 / 8.3 eV

ORCA input file:
```
! wB97M-V def2-TZVPD RIJCOSX def2/J DEFGRID3
* xyz 0 3
C 0.5197 -0.7870 -1.3948
Si -0.2107 0.4451 1.3087
P -0.9310 -0.7433 -0.4941
Cl 0.8214 -1.2179 -2.9631
H 1.0453 1.2022 1.3816
H -1.2447 1.1009 2.1617
*
```

natural (NBO) charges in e:
1. C -0.448
2. Si 0.442
3. P 0.185
4. Cl 0.107
5. H -0.143
6. H -0.143



Entry 16:
Formula: CH2F2N2
Source: OMol25
Level of theory: wB97M-V/def2-TZVPD

Summary:
M: 80.0 g mol⁻¹
HOMO-LUMO gap: 10.9 eV
Relative energy (zero: lowest compared OMol25 entry of this formula, charge and spin): 68.3 kcal/mol

ORCA input file:
```
! wB97M-V def2-TZVPD RIJCOSX def2/J DEFGRID3
* xyz 0 1
C 0.7063 -2.1478 2.2544
N 1.8645 -0.6768 -0.6533
N -0.4031 -2.3731 2.2742
F 1.9607 -1.8572 2.2103
F 0.5260 -0.4817 -0.3202
H 1.9280 -0.5893 -1.7120
H 2.1121 -1.6225 -0.3150
*
```

Atom charges from the natural (NBO) analysis, given in e for atoms 1 to 6:
1. C 0.634
2. N -0.415
3. N -0.390
4. F -0.245
5. F -0.262
6. H 0.345



Entry 17:
Formula: CH2F2N2
Source: OMol25
Level of theory: wB97M-V/def2-TZVPD

Summary:
M: 80.0 g mol⁻¹
HOMO-LUMO gap: 10.7 eV
Relative energy (zero: lowest compared OMol25 entry of this formula, charge and spin): 63.6 kcal/mol

ORCA input file:
```
! wB97M-V def2-TZVPD RIJCOSX def2/J DEFGRID3
* xyz 0 1
C 1.5415 -1.0472 -0.2032
N -1.4987 0.6805 0.0251
N 1.4571 -0.5654 -1.2462
F 1.8081 -1.5349 0.9262
F -0.8488 0.2707 1.1509
H -0.8312 0.5032 -0.7553
H -1.6280 1.6931 0.1025
*
```

Atom charges from the natural (NBO) analysis, given in e for atoms 1 to 6:
1. C 0.662
2. N -0.403
3. N -0.438
4. F -0.226
5. F -0.267
6. H 0.342



Entry 18:
Formula: CH2F2N2
Source: OMol25
Level of theory: wB97M-V/def2-TZVPD

Summary:
M: 80.0 g mol⁻¹
HOMO-LUMO gap: 9.4 eV
Relative energy (zero: lowest compared OMol25 entry of this formula, charge and spin): 155.2 kcal/mol

ORCA input file:
```
! wB97M-V def2-TZVPD RIJCOSX def2/J DEFGRID3
* xyz 0 1
C -2.8149 0.4664 -0.3692
N 1.5278 0.0574 -0.6086
N -2.0227 -0.0890 0.2048
F 1.0662 0.0469 0.8263
F -1.9308 -1.1766 1.1958
H 2.4793 -0.3761 -0.4074
H 1.6951 1.0710 -0.8417
*
```

Atom charges from the natural (NBO) analysis, given in e for atoms 1 to 6:
1. C 0.297
2. N -0.377
3. N -0.172
4. F -0.305
5. F -0.127
6. H 0.344



Entry 19:
Formula: CH2F2N2
Source: OMol25
Level of theory: wB97M-V/def2-TZVPD

Summary:
M: 80.0 g mol⁻¹
HOMO-LUMO gap (alpha / beta): 9.5 / 9.0 eV
Relative energy (zero: lowest compared OMol25 entry of this formula, charge and spin): 109.6 kcal/mol

ORCA input file:
```
! wB97M-V def2-TZVPD RIJCOSX def2/J DEFGRID3
* xyz 0 1
C -0.4959 -0.2247 -0.4441
N -0.8131 0.5406 -1.3138
N 0.9252 0.6620 1.1145
F -0.7046 -1.4528 -0.0533
F 2.0483 -0.0919 0.8896
H -1.4278 0.3688 -2.1025
H 0.4680 0.1980 1.9096
*
```

Atom charges from the natural (NBO) analysis, given in e for atoms 1 to 6:
1. C 0.761
2. N -0.691
3. N -0.204
4. F -0.298
5. F -0.259
6. H 0.395



Entry 20:
Formula: CH2F2N2OP
Source: OMol25
Level of theory: wB97M-V/def2-TZVPD

Summary:
M: 127.0 g mol⁻¹
HOMO-LUMO gap (alpha / beta): 5.6 / 6.9 eV
Relative energy (zero: lowest compared OMol25 entry of this formula, charge and spin): 176.4 kcal/mol

ORCA input file:
```
! wB97M-V def2-TZVPD RIJCOSX def2/J DEFGRID3
* xyz 1 1
C 1.9773 0.0713 0.3621
N -1.3561 0.0585 -0.5416
N -0.2595 0.0602 -0.1582
O 0.6017 0.0672 0.7758
F 2.1664 1.1937 -0.2783
F 2.1163 -1.0335 -0.3764
P -4.2087 0.1793 0.0362
H 2.5513 0.1232 1.2030
H -3.5887 -0.7199 -1.0227
*
```

Atom charges from the natural (NBO) analysis, given in e for atoms 1 to 6:
1. C 0.797
2. N 0.158
3. N 0.293
4. O -0.240
5. F -0.273
6. F -0.279